Density functional theory data (ωB97M-V/def2-TZVPD) for a structure of composition C4H10ClO2.

Properties
Multiplicity: 1
Net charge: -1
Kohn-Sham gap, eV: 5.395
HOMO level, eV: -2.41

The geometry in XYZ format:
```
17
Properties=species:S:1:pos:R:3:forces:R:3
Cl 0.7504 -3.7883 1.8714 -0.904 -6.651 -0.165
C 1.2854 -1.4949 1.9168 0.715 5.206 1.606
O 1.2723 -0.7694 0.6934 -1.269 1.840 -1.900
C -0.0450 -0.0181 0.4312 2.543 -10.464 5.727
C 0.0006 0.7085 -0.6468 5.966 4.416 -8.080
O -1.1815 1.2791 -0.6937 -4.779 2.944 -3.979
C -1.4480 1.7386 -2.0331 0.399 1.412 -2.670
H 1.2223 -0.6637 2.8040 0.258 -1.537 -1.275
H 2.1846 -2.1597 2.0527 -0.863 1.565 -0.522
H 0.4283 -2.1099 1.8568 -0.711 1.197 0.957
H -0.2087 0.4972 1.2617 -0.798 2.445 3.760
H -0.9477 -0.6948 0.2991 1.214 -0.064 0.512
H 0.3671 0.1948 -1.5790 -1.113 -0.529 0.486
H 0.8077 1.4939 -0.7073 -0.253 -0.062 0.848
H -2.4972 2.1767 -2.1833 1.319 -1.126 0.726
H -1.2175 0.9358 -2.9223 -0.734 1.431 2.518
H -0.7732 2.6742 -2.4217 -0.991 -2.024 1.452
```
Forces are in eV/Å.

Here are the natural (NBO) charges for atoms 1 to 5, given in e: -0.8942 -0.2521 -0.5802 -0.0829 -0.0767